# 1
{"formula": "C34H55ClHgN3OP2", "method": "ωB97M-V with the def2-TZVPD basis set", "total_charge": 1, "e_tot_ev": -77933.2817, "molar_mass_g_mol": 819.83, "species": ["C", "C", "C", "C", "C", "H", "H", "H", "N", "P", "P", "C", "H", "H", "C", "H", "C", "C", "C", "C", "C", "H", "H", "H", "C", "H", "H", "H", "C", "H", "H", "H", "C", "H", "H", "H", "C", "H", "H", "H", "C", "H", "H", "H", "C", "H", "H", "H", "C", "H", "H", "H", "C", "H", "H", "H", "C", "H", "H", "H", "C", "H", "H", "H", "C", "H", "H", "H", "Hg", "C", "O", "N", "C", "C", "C", "C", "C", "H", "H", "H", "H", "H", "H", "H", "H", "H", "Cl", "C", "C", "C", "C", "N", "C", "H", "H", "H", "H"], "positions_angstrom": [[-2.314705, 1.544244, -1.685894], [-1.719469, -0.696677, -1.782649], [-3.401416, 1.313831, -2.513997], [-2.935399, -1.034104, -2.409437], [-3.791457, -0.006491, -2.779027], [-4.053448, 2.166532, -2.768042], [-3.055696, -2.070936, -2.826482], [-4.669567, -0.236913, -3.349464], [-1.522505, 0.545800, -1.263104], [-0.939082, 2.965418, 0.315648], [-0.061032, -2.690308, -0.285358], [-2.016033, 2.982092, -1.225795], [-1.449699, 3.545081, -2.013750], [-2.973960, 3.554851, -1.089799], [-0.612083, -1.689256, -1.886910], [-0.761259, -2.310473, -2.796951], [0.824032, -4.193375, -1.155087], [-0.776426, -3.130439, 1.587663], [0.592678, 4.006663, -0.093329], [-2.154811, 3.574762, 1.645371], [2.300566, -3.941260, -0.856244], [2.544994, -3.852095, 0.218354], [2.871027, -4.778050, -1.283731], [2.650005, -3.022353, -1.340731], [0.271371, -5.478555, -0.585730], [0.505456, -5.646750, 0.469045], [-0.818314, -5.528148, -0.754498], [0.715377, -6.287416, -1.175996], [0.581609, -4.249697, -2.643682], [1.382256, -4.866192, -3.101610], [-0.409758, -4.601999, -2.950833], [0.691155, -3.239679, -3.013582], [0.377894, -3.722811, 2.430346], [1.222701, -3.023246, 2.502243], [0.050058, -3.951137, 3.462157], [0.784775, -4.656952, 2.020130], [-1.292572, -1.905484, 2.359297], [-0.506055, -1.156535, 2.495607], [-2.140404, -1.427457, 1.861131], [-1.647056, -2.183584, 3.376540], [-1.939739, -4.114730, 1.453148], [-1.648129, -5.038184, 0.945899], [-2.324304, -4.389235, 2.455180], [-2.759625, -3.653641, 0.883343], [-1.346903, 3.811183, 2.914156], [-2.033035, 4.146530, 3.701931], [-0.848481, 2.909397, 3.287192], [-0.580798, 4.594462, 2.809292], [-3.189508, 2.470917, 1.846727], [-3.735119, 2.243651, 0.925352], [-2.749953, 1.537393, 2.228511], [-3.919979, 2.823250, 2.585855], [-2.849384, 4.870346, 1.226450], [-3.513759, 5.163225, 2.055743], [-2.152106, 5.706523, 1.041578], [-3.478529, 4.747384, 0.339641], [1.153382, 3.518637, -1.437484], [0.476333, 3.723631, -2.283328], [2.089845, 4.070195, -1.600664], [1.386758, 2.432855, -1.402104], [1.649690, 3.771345, 0.994836], [1.968206, 2.729259, 1.045845], [2.530678, 4.352127, 0.730169], [1.348768, 4.066191, 2.003363], [0.181712, 5.482193, -0.157665], [-0.681947, 5.652571, -0.816614], [-0.026218, 5.918270, 0.827056], [1.023165, 6.046202, -0.588797], [0.018233, 0.837919, 0.690200], [-1.736792, 0.615388, 4.500451], [-1.201157, 0.058604, 5.361468], [1.259159, -0.254077, -0.900175], [0.794764, -0.874734, -1.962739], [1.530254, -0.909287, -3.419786], [1.132783, -1.871621, -4.530518], [1.370831, 0.504731, -3.966548], [3.000357, -1.163944, -3.059212], [1.523552, -2.910988, -4.399437], [0.085558, -1.846353, -4.788910], [1.681412, -1.588334, -5.468963], [1.714703, 1.215084, -3.212801], [2.060573, 0.651131, -4.814119], [0.333920, 0.665340, -4.355883], [3.675085, -1.038672, -3.929480], [3.313613, -0.407092, -2.335710], [3.174080, -2.221631, -2.740712], [2.378913, 1.636175, 6.094058], [2.487945, 0.683821, 4.651100], [3.572905, -0.164948, 4.428078], [3.646656, -0.825321, 3.226878], [2.624489, -0.635515, 2.267283], [1.583807, 0.179007, 2.514943], [1.480898, 0.818416, 3.695579], [4.351648, -0.248773, 5.210668], [4.466806, -1.491681, 2.975933], [2.661108, -1.105918, 1.273449], [0.639116, 1.480463, 3.868500]], "atomic_forces_ev_per_a": [[-0.109, -0.243, 0.292], [-0.984, 0.245, -0.243], [-1.228, 0.196, 0.421], [0.602, -0.294, -0.807], [0.869, 0.291, 0.120], [0.445, -0.580, -0.142], [-0.056, 1.140, 0.749], [-0.371, 0.101, -0.132], [-0.669, -0.451, -1.557], [-1.026, 1.022, -0.217], [1.414, 0.377, 0.963], [0.326, -0.085, -0.101], [-0.477, -0.647, 0.593], [1.030, -0.687, 0.115], [1.212, 0.482, 1.480], [-0.266, 0.474, 0.999], [-1.312, 0.489, 1.431], [-1.255, -0.863, -0.651], [-0.927, 0.058, 0.579], [1.061, 0.182, -0.604], [0.408, -0.402, -0.059], [-0.324, -0.172, -0.433], [0.138, 0.068, 0.155], [-0.254, -0.335, 0.362], [0.097, -0.783, -0.142], [-0.144, -0.055, -0.282], [0.531, -0.044, 0.129], [0.014, -0.250, 0.242], [0.557, 0.549, -0.100], [-0.518, 0.144, 0.096], [0.180, -0.136, 0.257], [0.110, -0.711, -0.028], [0.443, -0.086, -0.560], [-0.241, -0.048, -0.031], [-0.169, 0.217, -0.484], [-0.199, 0.315, 0.130], [0.027, 0.280, -0.329], [0.016, -0.081, -0.008], [-0.040, -0.006, -0.108], [0.283, -0.131, -0.618], [-0.327, -0.263, 0.511], [-0.119, 0.264, 0.228], [0.026, 0.046, -0.318], [0.176, -0.150, 0.184], [0.081, 0.297, 0.572], [0.112, -0.082, -0.032], [-0.127, 0.063, -0.197], [-0.320, -0.187, -0.098], [-0.017, -0.283, 0.043], [0.033, 0.048, 0.055], [-0.084, 0.335, -0.139], [0.091, -0.096, -0.094], [-0.102, 0.477, 0.172], [0.159, 0.006, -0.280], [-0.344, -0.456, 0.158], [0.075, 0.032, 0.210], [-0.061, -0.273, 0.082], [0.384, -0.096, 0.310], [-0.187, -0.181, -0.090], [-0.108, 0.522, -0.114], [0.023, 0.062, 0.013], [0.007, -0.074, -0.111], [0.133, 0.110, 0.022], [-0.116, 0.064, -0.182], [0.438, 0.323, -0.341], [0.196, -0.080, 0.171], [0.021, -0.206, -0.194], [-0.205, -0.047, 0.127], [1.389, -1.683, -0.887], [1.752, -1.956, 2.970], [-1.836, 1.835, -2.793], [-1.073, -0.527, -3.892], [0.177, 0.815, 2.182], [0.696, 0.363, 1.571], [1.375, -0.719, -1.120], [0.152, 0.205, -0.634], [0.765, -0.187, -0.822], [-0.627, 1.034, -0.118], [-0.462, -0.234, 0.015], [-0.489, 0.300, 0.785], [-0.571, 0.138, -0.002], [-0.287, -0.183, 0.055], [0.714, 0.208, 0.581], [-0.488, 0.044, 0.081], [0.037, -0.509, 0.275], [-0.140, 1.150, -0.050], [0.012, -0.193, -0.070], [-0.430, 0.152, -0.153], [0.257, 0.449, 0.880], [-0.684, -0.303, -1.162], [0.231, 0.385, 0.482], [-0.093, -0.077, 0.047], [1.243, -0.458, -0.211], [-0.551, -0.019, -0.656], [-0.082, 0.142, 0.156], [-0.179, 0.232, 0.453], [0.156, -0.119, -0.108]], "lowdin_charge": [-0.334, -0.283, -0.031, -0.016, -0.036, 0.124, 0.139, 0.109, 0.033, 1.021, 1.202, -0.213, 0.094, 0.090, -0.297, 0.078, -0.685, -0.641, -0.699, -0.696, -0.106, 0.075, 0.092, 0.037, -0.120, 0.061, 0.080, 0.090, -0.114, 0.114, 0.107, -0.010, -0.090, 0.056, 0.099, 0.059, -0.153, 0.007, 0.072, 0.092, -0.129, 0.046, 0.088, 0.081, -0.099, 0.102, 0.034, 0.077, -0.095, 0.083, 0.034, 0.103, -0.081, 0.101, 0.074, 0.072, -0.091, 0.081, 0.103, 0.053, -0.101, 0.049, 0.096, 0.072, -0.086, 0.086, 0.077, 0.098, 1.010, 0.062, 0.046, -0.087, -0.396, -0.532, -0.084, -0.064, -0.072, 0.079, 0.083, 0.107, 0.055, 0.089, 0.101, 0.093, 0.073, 0.071, 0.704, -0.634, -0.072, -0.031, -0.120, -0.035, -0.185, 0.131, 0.118, 0.099, 0.060]}

# 2
{"formula": "C17H22N2O3S2", "method": "ωB97M-V with the def2-TZVPD basis set", "smiles": "CC1CCN(S(=O)(=O)c2ccc3c4c2CC(=O)N4C[C@@H](C)S3)CC1", "e_tot_ev": -48779.3821, "molar_mass_g_mol": 366.51, "species": ["O", "O", "O", "S", "C", "C", "C", "C", "C", "C", "C", "N", "N", "C", "C", "C", "C", "C", "C", "C", "C", "C", "C", "S", "H", "H", "H", "H", "H", "H", "H", "H", "H", "H", "H", "H", "H", "H", "H", "H", "H", "H", "H", "H", "H", "H"], "positions_angstrom": [[1.599670, 3.331371, -0.300135], [-1.284574, -0.479676, -3.402848], [-1.599911, -2.691547, -2.388639], [5.036345, -0.809244, -0.225632], [1.739148, 2.170560, -0.683422], [2.845671, -2.275310, -1.159457], [1.534132, -2.380277, -1.618308], [3.386183, -1.027620, -0.764721], [2.538690, 0.067074, -0.874282], [1.201275, -0.044167, -1.225125], [0.655516, -1.261823, -1.641208], [2.850822, 1.365139, -0.548430], [-2.011573, -0.621079, -0.875568], [0.551515, 1.331500, -1.128500], [4.207616, 0.557678, 2.097675], [-4.479362, 0.692911, 2.395473], [-2.013753, -1.441671, 0.353611], [-3.353773, -0.154277, -1.286209], [4.188708, 1.839129, -0.137395], [-2.535632, -0.572604, 1.528585], [-4.036385, 0.606715, -0.116900], [4.885929, 0.804023, 0.717128], [-3.975766, -0.183059, 1.218175], [-1.094419, -1.319871, -2.212070], [3.489454, -3.139370, -1.072713], [1.138678, -3.337397, -1.932192], [0.191287, 1.700801, -2.104665], [-0.247661, 1.411039, -0.335501], [3.157054, 0.374402, 2.004387], [4.343683, 1.386662, 2.757327], [4.622658, -0.336261, 2.596792], [-4.410749, 0.118484, 3.320243], [-5.541920, 0.905242, 2.277353], [-3.929023, 1.615756, 2.505688], [-0.998774, -1.737043, 0.555564], [-2.592697, -2.354888, 0.217137], [-3.938289, -1.049902, -1.554269], [-3.270154, 0.501144, -2.150437], [4.772761, 2.017265, -1.005003], [4.119373, 2.812892, 0.342728], [-1.920785, 0.305807, 1.720344], [-2.538283, -1.208289, 2.425564], [-3.475562, 1.540330, 0.052064], [-5.076672, 0.855200, -0.370076], [5.882683, 1.199202, 0.831717], [-4.613135, -1.084948, 1.196148]], "atomic_forces_ev_per_a": [[1.102, -1.181, -0.774], [0.792, -0.434, 2.149], [1.597, 1.385, 0.706], [0.421, 0.478, 0.331], [-1.314, 1.690, 1.613], [0.036, 0.853, 0.193], [-0.912, 0.191, -0.029], [-0.803, -0.146, -0.445], [0.086, -1.014, 0.203], [-1.707, -0.032, -0.655], [0.672, 0.118, 0.389], [0.525, 1.772, 0.196], [1.497, 0.085, -1.037], [0.465, -0.510, 0.154], [1.029, -0.855, -0.634], [-0.637, -0.997, -0.446], [0.253, 1.031, -0.071], [-0.281, -0.431, 0.473], [-1.161, -0.468, -0.008], [-0.521, -1.570, -0.811], [0.642, -0.623, 0.277], [-0.994, -0.795, 0.527], [-0.189, 1.227, 0.616], [-2.433, -0.675, -0.735], [-0.158, -0.176, -0.153], [0.073, -0.065, 0.030], [-0.121, -0.226, 0.484], [0.761, -0.139, -1.043], [-0.713, -0.030, -0.280], [0.117, 0.744, 0.361], [0.005, 0.432, -0.326], [0.182, 0.066, 0.101], [-0.032, 0.278, -0.085], [0.208, 0.268, -0.065], [0.557, -0.192, 0.017], [-0.297, -0.054, 0.085], [-0.179, 0.312, -0.072], [0.104, -0.134, -0.045], [0.591, 0.029, -1.005], [-0.470, -0.108, 0.351], [0.133, 0.011, -0.183], [0.141, 0.228, -0.079], [-0.244, -0.113, -0.131], [0.316, -0.063, -0.060], [0.559, -0.385, 0.171], [0.301, 0.219, -0.253]], "lowdin_charge": [0.064, -0.311, -0.321, 0.990, -0.394, -0.072, -0.047, -0.457, -0.199, -0.127, -0.191, 0.033, -0.229, 0.004, -0.089, -0.078, -0.189, -0.188, -0.133, -0.155, -0.134, -0.532, -0.384, 0.760, 0.106, 0.111, 0.145, 0.145, 0.067, 0.068, 0.079, 0.074, 0.074, 0.074, 0.105, 0.121, 0.126, 0.111, 0.114, 0.136, 0.118, 0.120, 0.120, 0.120, 0.100, 0.145]}

Which formula does entry 1 have?
C34H55ClHgN3OP2